Entry P
Entry from the OMol25 dataset: a 2-piece molecular cluster, C3H6N2O overall (ωB97M-V/def2-TZVPD).

Geometry as ORCA input:
```
! wB97M-V def2-TZVPD RIJCOSX def2/J DEFGRID3
* xyz 0 1
C 0.2410 0.9609 -0.4669
C -0.7363 -1.5127 -1.0749
C -0.7126 1.2850 0.6475
N 1.3754 0.5837 0.0802
N 0.0548 -2.1070 -0.3790
O -1.6269 -0.9937 -1.5997
H -0.7782 2.3761 0.6279
H -0.3868 1.0451 1.7780
H -1.7057 0.8432 0.3589
H 1.5504 0.4243 1.0956
H 2.0410 -0.1215 -0.4190
H 0.6839 -2.7835 -0.6485
*
```

Output
frontier orbital gap: 9.1 eV
HOMO energy: -8.35 eV
LUMO level: 0.769 eV

Entry Q
Entry from the OMol25 dataset: one molecule with the formula C3H6N2O (ωB97M-V/def2-TZVPD).

Geometry as ORCA input:
```
! wB97M-V def2-TZVPD RIJCOSX def2/J DEFGRID3
* xyz 0 1
C 1.0919 -0.3887 0.2093
C -1.3182 -0.8029 0.1798
C -1.1797 0.5873 -0.3490
H 1.5805 1.4820 -0.7469
H 2.7652 0.7493 0.4605
H -2.0103 -1.6568 -0.3437
H -1.3759 -1.0992 1.2554
H -1.7253 0.8376 -1.3252
H -0.9912 1.4357 0.3489
N 1.8496 0.6811 -0.0029
N -0.1016 -0.4258 -0.5763
O 1.4150 -1.3995 0.8902
*
```

Output
structure (SMILES): NC(=O)N1CC1
frontier orbital gap: 10.4 eV
HOMO energy: -9.67 eV
LUMO level: 0.769 eV

Of them, the most stable is entry Q and the least stable is entry P.

Entry P
Entry from the OMol25 dataset: a 2-piece molecular cluster, C4H10NO3 overall (ωB97M-V/def2-TZVPD).

Geometry as ORCA input:
```
! wB97M-V def2-TZVPD RIJCOSX def2/J DEFGRID3
* xyz -1 1
C 1.0378 0.8246 0.8815
N 0.7484 0.4631 -0.4915
C -0.6079 0.0967 -0.8626
O -0.7704 -0.0761 -2.0931
O -1.4275 -0.0357 0.0670
C 1.7306 -0.2659 1.6895
C 2.5739 0.3788 2.8501
H 0.1182 1.0843 1.4000
H 1.6717 1.7161 0.8624
H 1.2647 0.9621 -1.1868
H 1.0560 -0.9348 2.2229
H 2.4390 -0.8625 1.1144
H 2.0133 1.2809 3.1142
H 2.6401 -0.2478 3.7443
H 3.6034 0.5985 2.5876
H -2.4051 -0.8164 -2.5012
H -2.9915 -1.0096 -1.2320
O -3.1968 -1.2846 -2.1427
*
```

Output
frontier orbital gap: 8.4 eV
HOMO energy: -4.78 eV
LUMO level: 3.600 eV

Entry Q
Entry from the OMol25 dataset: a 2-piece molecular cluster, C4H10NO3 overall (ωB97M-V/def2-TZVPD).

Geometry as ORCA input:
```
! wB97M-V def2-TZVPD RIJCOSX def2/J DEFGRID3
* xyz -1 1
C 2.1463 0.6539 0.5782
C 1.0924 0.7448 -0.4832
N 0.1616 -0.2142 -0.5200
C -0.0008 -1.3348 0.3843
C -0.7895 -0.9545 1.7355
O -1.6188 -1.8585 2.2243
O 1.0692 1.6913 -1.2825
H 2.4316 -0.3703 0.8323
H 1.7737 1.0294 1.5329
H 3.0435 1.2078 0.3080
H -0.5479 -0.0418 -1.2377
H -0.4196 -2.2025 -0.1436
H 0.9496 -1.7757 0.7080
H 0.0951 -0.6450 2.3557
H -1.3703 -0.0515 1.4376
H -1.2504 0.8116 -3.0797
H -1.6261 1.8233 -2.0074
O -1.7052 0.8816 -2.2354
*
```

Output
frontier orbital gap: 5.8 eV
HOMO energy: -2.42 eV
LUMO level: 3.347 eV

Of them, the most stable is entry P and the least stable is entry Q.

Entry P
Entry from the OMol25 dataset: a 3-piece molecular cluster, C3H12N2O2 overall (ωB97M-V/def2-TZVPD).

Geometry as ORCA input:
```
! wB97M-V def2-TZVPD RIJCOSX def2/J DEFGRID3
* xyz 0 1
C -2.1214 0.1400 -1.7026
C -1.1032 0.2695 -0.5866
C -1.1581 1.2068 0.3743
N -0.0625 1.4363 1.3123
N -0.1383 -0.8178 -0.5259
H -2.1718 -0.8705 -2.0541
H -1.7178 0.7757 -2.5892
H -3.1770 0.5138 -1.4900
H -2.0798 2.0125 0.5071
H 0.6397 0.7284 1.0527
H -0.3056 1.1536 2.2734
H 0.1304 -0.9216 0.5777
H -0.3731 -1.7511 -1.0125
H 1.2027 -0.3791 2.5252
H 2.3763 -0.6523 3.3181
O 1.8761 -1.0507 2.6102
H 1.9887 -0.1850 -1.3646
H 3.5279 -0.8312 -1.4095
O 2.6668 -0.7771 -1.8158
*
```

Output
structure (SMILES): C/C(N)=C/N.O.O
frontier orbital gap: 8.5 eV
HOMO energy: -7.98 eV
LUMO level: 0.527 eV

Entry Q
Entry from the OMol25 dataset: a 2-piece molecular cluster, C3H12N2O2 overall (ωB97M-V/def2-TZVPD).

Geometry as ORCA input:
```
! wB97M-V def2-TZVPD RIJCOSX def2/J DEFGRID3
* xyz 0 1
N -0.6783 0.2464 -0.7485
C 0.0994 0.2394 0.4849
C 1.5394 0.5696 0.2625
O 2.1963 -0.6113 -0.3389
C -0.5125 1.1712 1.5106
N -0.0505 0.9477 2.9207
H -0.1141 -0.1453 -1.4897
H -1.5537 -0.2549 -0.7061
H 0.0059 -0.7526 0.9685
H 1.8090 1.3645 -0.4394
H 2.1836 0.7003 1.1285
H 2.3081 -0.5386 -1.2849
H -0.2046 2.1621 1.1571
H -1.5860 1.0207 1.5861
H -0.5801 0.1414 3.2496
H -0.4213 1.7213 3.4569
H -2.6623 -2.6599 -3.0339
H -1.2574 -2.1583 -3.0474
O -2.1189 -2.0068 -3.4636
*
```

Output
structure (SMILES): NC[C@@H](N)CO.O
frontier orbital gap: 9.9 eV
HOMO energy: -9.35 eV
LUMO level: 0.555 eV

Of them, the most stable is entry Q and the least stable is entry P.

Entry P
Entry from the OMol25 dataset: a 3-piece molecular cluster, C3H12N2O2 overall (ωB97M-V/def2-TZVPD).

Geometry as ORCA input:
```
! wB97M-V def2-TZVPD RIJCOSX def2/J DEFGRID3
* xyz 0 1
C -1.4763 0.6085 1.0405
C -0.2451 1.2036 0.3757
N 0.1719 0.4593 -0.7986
C 1.1830 0.8824 -1.6023
N 1.7705 0.1272 -2.4501
H -1.2213 -0.4278 1.3480
H -1.7917 1.2864 1.9745
H -2.2560 0.4619 0.2522
H 0.5797 1.0526 1.0966
H -0.4178 2.2843 0.2657
H -0.0690 -0.4371 -1.1758
H 1.6565 1.8714 -1.4194
H 2.2301 0.6440 -3.1324
H 0.6373 -1.5761 -3.1032
H 0.0595 -2.9524 -3.2466
O -0.1116 -2.1217 -2.8528
H -0.4042 -1.1199 3.7126
H -0.4026 -1.2905 5.2427
O 0.1071 -0.9562 4.4726
*
```

Output
structure (SMILES): [H]/N=C/NCC.O.O
frontier orbital gap: 9.6 eV
HOMO energy: -8.85 eV
LUMO level: 0.791 eV

Entry Q
Entry from the OMol25 dataset: a 3-piece molecular cluster, C3H12N2O2 overall (ωB97M-V/def2-TZVPD).

Geometry as ORCA input:
```
! wB97M-V def2-TZVPD RIJCOSX def2/J DEFGRID3
* xyz 0 1
C -1.2350 0.8752 1.8192
C -1.5454 0.1308 0.5185
N 0.9785 -0.2854 -0.8281
C -0.0543 0.5149 -1.2394
N -1.1283 0.8896 -0.6640
H -2.1068 1.2924 2.3342
H -0.6207 1.7548 1.5970
H -0.6755 0.3915 2.6225
H -2.5981 -0.1158 0.3950
H -1.0052 -0.8313 0.6068
H 0.9131 -1.1270 -0.2908
H 1.6980 -0.3559 -1.5388
H -0.0182 0.7285 -2.3146
H 4.3524 -1.7256 4.7768
H 3.3922 -2.2009 5.7532
O 3.4140 -1.6215 4.9926
H -1.0238 0.5365 -4.2392
H -2.1055 -0.1369 -4.9122
O -1.1896 0.1064 -5.0731
*
```

Output
structure (SMILES): CC/N=C\N.O.O
frontier orbital gap: 9.9 eV
HOMO energy: -9.15 eV
LUMO level: 0.799 eV

Entry R
Entry from the OMol25 dataset: a 2-piece molecular cluster, C3H12N2O2 overall (ωB97M-V/def2-TZVPD).

Geometry as ORCA input:
```
! wB97M-V def2-TZVPD RIJCOSX def2/J DEFGRID3
* xyz 0 1
C 1.1235 1.8515 0.1687
O 2.4045 1.2291 0.2208
O 0.8694 2.5924 1.3357
H 3.0721 1.9015 0.4174
H 0.7530 1.9806 2.0711
H 1.1120 2.5976 -0.6412
H 0.0409 -0.4532 -1.3830
C -1.2435 -1.4804 -0.1331
C -2.3963 -0.4869 -0.1792
N 0.0155 -0.7968 -0.4121
N 1.1467 -1.6094 -0.0934
H 0.4247 0.8444 0.0057
H 1.9301 -0.9651 0.0206
H 1.3642 -2.2625 -0.8476
H -1.4239 -2.3076 -0.8372
H -1.1429 -1.9099 0.8655
H -3.3271 -0.9879 0.0708
H -2.2270 0.3228 0.5285
H -2.4962 -0.0602 -1.1780
*
```

Output
structure (SMILES): CCNN.OCO
frontier orbital gap: 9.6 eV
HOMO energy: -8.70 eV
LUMO level: 0.937 eV

Of them, the most stable is entry P and the least stable is entry R.